Molecular formula: C5H14B11Br8ClMoNO2
Method: DFT, wB97M-V/def2-TZVPD

The geometry in ORCA input format:
```
! wB97M-V def2-TZVPD RIJCOSX def2/J DEFGRID3
* xyz 3 1
Mo 0.1858 2.3049 0.9494
Br -0.4309 1.1139 -1.6413
B -0.4782 -0.8294 -1.6149
B -0.5069 -1.8590 -3.0940
C 0.3304 -3.2675 -2.6094
B 0.9527 -1.7687 -2.0491
B 0.9882 -3.2505 -1.0371
B -0.4338 -4.2321 -1.4664
B -1.3434 -3.3896 -2.7199
B -1.9444 -1.7729 -2.0405
Br -3.5117 -0.9535 -2.6018
B -1.9514 -3.3288 -1.0119
Br -3.4795 -4.1904 -0.4835
B -0.4191 -3.1925 0.0631
Br -0.3551 -3.9169 1.7675
B 0.4262 -1.6609 -0.3603
Br 1.4123 -0.5890 0.8950
B -1.3662 -1.6802 -0.3204
Br -2.3459 -0.7364 1.0267
H -0.4885 -1.4683 -4.2072
H 0.8973 -3.7834 -3.3742
H 1.9608 -1.3152 -2.4615
H 2.0088 -3.7829 -0.7787
H -0.3635 -5.4086 -1.4860
H -1.8794 -4.0071 -3.5684
Br 2.0057 5.5726 1.4424
C 2.9844 4.7786 0.0212
Br 2.2028 3.1436 -0.7504
H 3.9606 4.4659 0.3683
H 3.0150 5.4614 -0.8184
N -0.7708 1.9756 3.0212
C 0.2110 1.9529 4.1293
C 1.5863 1.8364 3.5601
O 2.6014 1.4953 4.0009
O 1.5328 2.2735 2.1442
H -1.4264 2.7390 3.1752
H -1.3256 1.1202 3.0196
H 0.0343 1.1346 4.8239
H 0.1610 2.8888 4.6870
Cl -2.2142 2.8934 0.6240
C -0.8209 4.0337 0.3704
H -0.8550 4.8610 1.0757
H -0.7469 4.3384 -0.6697
*
```

The calculation puts the energy above the lowest of the compared OMol25 structures with the same formula, charge and spin at 43.2 kJ/mol. As for the highest occupied orbital energy (alpha / beta): -0.665 / -0.665 Ha. The electronic energy comes out at -593132.252 eV. The strongest force on any atom is 1.2 eV Å⁻¹.

Mulliken charges, unit e, in atom order: number 1, Mo, carries 1.1690; number 2, Br, carries -0.3639; number 3, B, carries 0.9256; number 4, B, carries 0.4646; number 5, C, carries -0.3891; number 6, B, carries 0.6040; number 7, B, carries 0.5835; number 8, B, carries -0.1233; number 9, B, carries -0.0357; number 10, B, carries 0.1584; number 11, Br, carries -0.0816; number 12, B, carries 0.0001; number 13, Br, carries -0.0635; number 14, B, carries -0.0322; number 15, Br, carries -0.0786; number 16, B, carries 0.5081; number 17, Br, carries -0.2197; number 18, B, carries -0.5059; number 19, Br, carries -0.2126; number 20, H, carries -0.0579; number 21, H, carries 0.8711; number 22, H, carries -0.1047; number 23, H, carries -0.0627; number 24, H, carries -0.0589; number 25, H, carries -0.0590; number 26, Br, carries -0.0498; number 27, C, carries -0.5874; number 28, Br, carries -0.0068; number 29, H, carries 0.4227; number 30, H, carries 0.4477; number 31, N, carries -0.6284; number 32, C, carries -0.3079; number 33, C, carries 0.3404; number 34, O, carries -0.3577; number 35, O, carries -0.4213; number 36, H, carries 0.3752; number 37, H, carries 0.0913; number 38, H, carries 0.3945; number 39, H, carries 0.3634; number 40, Cl, carries -0.0301; number 41, C, carries -0.8135; number 42, H, carries 0.4688; number 43, H, carries 0.4636